The following is a DFT calculation (ωB97M-V/def2-TZVPD) of an isolated molecule of C5H10N2.

XYZ file:
```
17
Properties=species:S:1:pos:R:3:forces:R:3
C -2.237 -0.404 -0.016 -0.01 -0.04 0.10
C -1.352 -0.244 -1.216 -0.17 0.07 -0.10
N -0.115 0.306 -1.163 -0.01 0.07 -0.11
C 0.562 -0.698 -0.528 0.20 -0.05 0.12
C 1.446 -0.422 0.629 0.05 -0.20 -0.12
C 2.060 0.927 0.802 0.19 0.13 -0.12
N 1.047 0.459 1.738 -0.27 0.07 0.07
H -1.665 -0.282 0.908 -0.13 -0.01 -0.12
H -2.708 -1.395 0.019 0.12 0.16 0.01
H -3.056 0.334 -0.037 0.11 -0.10 0.02
H -1.846 -0.302 -2.193 0.10 0.00 0.16
H 0.256 1.061 -1.736 -0.03 -0.15 0.07
H 0.581 -1.679 -0.985 0.01 0.17 0.04
H 2.021 -1.286 0.961 -0.09 0.16 -0.04
H 3.065 1.024 1.209 -0.18 -0.07 -0.09
H 1.789 1.707 0.089 0.00 -0.15 0.14
H 0.152 0.895 1.519 0.11 -0.07 -0.03
```
Forces are in eV/Å.

Results
**Charge**: 0
**Orbital gap (spin up / spin down)**: 7.958 / 8.016 eV
**Max |F|**: 0.0056 hartree/bohr
**ΔE to the lowest compared entry with this formula, charge and spin**: 98.3 kcal per mole



The following is a DFT calculation (ωB97M-V/def2-TZVPD) of a structure of composition C5H10N2 at a distorted geometry.

XYZ file:
```
17
Properties=species:S:1:pos:R:3:forces:R:3
C 0.950 -1.725 -0.678 -0.48 -0.65 -0.16
C 0.548 -0.416 -1.241 0.62 -0.24 -0.03
N -0.874 -0.251 -1.298 0.36 2.20 0.46
C 0.549 0.810 -0.481 -0.58 0.06 -0.15
C 0.192 1.118 0.922 -0.03 -0.03 -0.13
C -1.255 1.309 1.222 -0.23 0.25 0.11
N -0.505 0.208 1.818 -0.03 -0.30 0.05
H 0.036 -2.222 -1.092 1.31 -1.26 0.52
H 0.942 -1.732 0.419 -0.07 -0.08 -0.28
H 1.928 -2.069 -1.035 -0.45 -0.27 0.01
H 0.922 -0.228 -2.248 0.33 -0.15 0.08
H -1.286 -0.727 -0.474 0.38 0.43 -0.30
H 1.152 1.621 -0.914 -1.15 0.15 -0.36
H 0.889 1.788 1.432 -0.08 -0.22 -0.24
H -1.573 2.086 1.909 0.05 -0.11 0.05
H -1.916 1.106 0.382 0.11 0.11 0.28
H -0.700 -0.675 1.358 -0.06 0.10 0.10
```
Forces are in eV/Å.

Results
**Charge**: 0
**Orbital gap**: 9.220 eV
**Max |F|**: 0.0442 hartree/bohr
**ΔE to the lowest compared entry with this formula, charge and spin**: 101.6 kcal per mole



The following is a DFT calculation (ωB97M-V/def2-TZVPD) of an isolated molecule of C5H10N2.

XYZ file:
```
17
Properties=species:S:1:pos:R:3:forces:R:3
C 0.353 1.033 -1.814 -0.09 -0.16 0.11
C -0.177 1.522 -0.481 0.38 0.12 0.06
N -1.233 1.099 0.411 -0.43 0.34 0.19
C 0.111 0.806 0.832 0.15 0.10 0.13
C 0.562 -0.634 1.089 -0.01 0.30 0.02
C -0.441 -1.709 1.332 -0.21 -0.02 0.18
N 0.436 -1.763 0.169 0.00 0.10 -0.36
H 0.615 -0.024 -1.814 -0.06 0.01 -0.12
H 1.285 1.595 -1.972 -0.19 -0.22 -0.03
H -0.299 1.253 -2.667 -0.04 -0.06 0.23
H -0.200 2.615 -0.482 0.55 -0.15 0.23
H -1.870 0.352 0.222 0.12 -0.66 -0.45
H 0.490 1.443 1.631 -0.26 -0.07 0.08
H 1.461 -0.708 1.701 -0.10 0.20 -0.25
H -0.284 -2.481 2.081 0.13 0.17 -0.08
H -1.490 -1.475 1.170 0.11 0.04 0.02
H -0.074 -1.490 -0.664 -0.05 -0.04 0.03
```
Forces are in eV/Å.

Results
**Charge**: 0
**Orbital gap**: 10.074 eV
**SMILES**: C[C@H]1N[C@H]1[C@H]1CN1
**Max |F|**: 0.0157 hartree/bohr
**ΔE to the lowest compared entry with this formula, charge and spin**: 60.9 kcal per mole



The following is a DFT calculation (ωB97M-V/def2-TZVPD) of a structure of composition C5H10N2 at a distorted geometry.

XYZ file:
```
17
Properties=species:S:1:pos:R:3:forces:R:3
C 1.282 0.180 -0.183 -5.76 -1.69 0.78
C -0.308 -0.615 0.546 3.23 1.48 -1.33
C 2.343 1.015 0.398 0.84 -2.69 1.27
C -2.075 0.820 -0.501 -2.37 0.72 -1.16
C -1.782 -0.300 0.503 0.00 -0.62 -2.73
N 1.388 -1.143 -0.602 -0.85 0.61 0.27
N 0.260 -1.723 -0.046 2.98 3.59 1.75
H 3.292 0.459 0.115 -0.51 0.96 0.75
H 2.382 2.020 0.098 -0.07 1.23 -0.74
H 2.149 1.002 1.509 0.73 -0.04 -0.99
H -2.083 0.492 -1.621 0.26 0.39 2.16
H -1.320 1.507 -0.318 1.50 1.62 -0.39
H -3.058 1.443 -0.340 1.48 -1.59 -0.05
H -2.531 -1.025 0.154 0.82 -1.06 0.47
H -1.979 -0.091 1.487 -1.21 1.12 2.25
H 2.227 -1.651 -0.680 1.25 -0.96 0.42
H -0.187 -2.389 -0.520 -2.31 -3.07 -2.72
```
Forces are in eV/Å.

Results
**Charge**: 0
**Orbital gap**: 7.487 eV
**Max |F|**: 0.1177 hartree/bohr
**ΔE to the lowest compared entry with this formula, charge and spin**: 151.0 kcal per mole



The following is a DFT calculation (ωB97M-V/def2-TZVPD) of an isolated molecule of C5H10N2 at a distorted geometry.

XYZ file:
```
17
Properties=species:S:1:pos:R:3:forces:R:3
C 1.308 1.535 0.042 2.97 0.51 -0.64
N 0.164 1.186 0.403 1.28 1.86 1.46
C -0.414 -0.048 0.008 -2.52 -0.55 1.13
C -1.684 -0.190 0.960 1.97 2.02 0.14
C -0.800 0.075 -1.438 1.23 -1.42 -0.76
N 0.321 -1.243 0.161 -0.56 -1.28 -0.83
C 1.479 -1.445 0.549 1.17 2.67 0.87
H 1.977 2.428 0.419 -2.17 -1.20 -0.31
H 1.958 0.972 -0.690 -0.79 0.11 0.41
H -2.422 -0.833 0.607 -1.17 -1.18 -0.68
H -1.400 -0.432 1.985 0.26 -0.36 -0.16
H -2.029 0.844 1.048 -0.45 -0.26 -0.24
H -1.110 -0.835 -1.928 -0.44 -0.64 0.49
H -1.538 0.792 -1.628 -0.76 1.42 -0.18
H 0.146 0.248 -1.939 0.03 0.73 -0.45
H 1.863 -2.412 0.505 0.62 -1.73 0.15
H 2.181 -0.641 0.935 -0.67 -0.71 -0.39
```
Forces are in eV/Å.

Results
**Charge**: 0
**Orbital gap**: 9.932 eV
**SMILES**: C=NC(C)(C)N=C
**Max |F|**: 0.0598 hartree/bohr
**ΔE to the lowest compared entry with this formula, charge and spin**: 53.0 kcal per mole



The following is a DFT calculation (ωB97M-V/def2-TZVPD) of the ion C5H10N2 with charge +1 at a distorted geometry.

XYZ file:
```
17
Properties=species:S:1:pos:R:3:forces:R:3
C 1.508 -0.516 0.420 -0.50 -1.66 -3.01
C 0.808 0.373 -0.586 -1.69 2.86 -3.29
C -0.783 0.669 -0.486 4.06 0.54 0.42
C -1.484 0.416 -1.718 -1.16 2.80 -1.16
C -1.284 0.869 1.710 -1.19 -0.23 0.96
N -1.308 1.407 0.569 -1.42 -1.59 -3.83
N 0.683 -1.794 0.462 0.78 0.74 -2.66
H 2.533 -0.742 0.027 -0.69 0.58 0.62
H 1.528 -0.060 1.354 0.26 0.49 1.74
H 0.932 -0.026 -1.683 -0.03 0.52 2.19
H 1.118 1.566 -0.716 -0.16 -2.90 0.65
H -0.917 0.510 -2.705 -0.30 -0.93 1.68
H -2.548 0.773 -1.929 1.19 -1.05 1.01
H -0.519 0.265 2.118 0.76 -1.31 -0.06
H -2.216 0.934 2.251 0.26 1.04 1.13
H 0.935 -2.454 -0.378 -0.47 1.71 2.29
H 1.015 -2.192 1.290 0.27 -1.60 1.32
```
Forces are in eV/Å.

Results
**Charge**: +1
**Orbital gap (spin up / spin down)**: 8.547 / 6.161 eV
**Spin multiplicity**: 2
**Max |F|**: 0.0909 hartree/bohr
**ΔE to the lowest compared entry with this formula, charge and spin**: 66.3 kcal per mole
**⟨S²⟩**: 0.7542



The following is a DFT calculation (ωB97M-V/def2-TZVPD) of an isolated molecule of C5H10N2O at a distorted geometry.

XYZ file:
```
18
Properties=species:S:1:pos:R:3:forces:R:3
C -1.590 -0.488 1.231 0.07 0.01 -0.18
C -0.773 -0.404 -0.053 -0.01 -0.11 -0.11
O -1.746 -0.127 -1.127 0.13 0.08 0.18
N 0.086 -1.486 -0.370 -0.17 0.36 0.64
H -1.425 -0.663 -1.862 0.01 -0.05 0.11
H -0.357 -2.361 -0.090 -0.15 -0.05 -0.44
H -0.932 -0.583 2.094 -0.02 0.00 -0.02
H -2.237 -1.364 1.168 0.02 0.00 0.01
H -2.232 0.387 1.354 0.02 0.00 0.00
N 2.384 -0.202 -0.612 -0.84 0.85 -0.28
C 1.270 0.363 -1.038 1.07 -0.35 0.37
C 0.236 1.892 0.606 0.21 -0.23 -0.02
C 0.227 0.756 -0.080 -0.37 -0.16 0.05
H 2.281 -0.669 0.293 0.18 -0.01 -0.45
H 3.068 -0.519 -1.287 -0.06 -0.05 0.26
H 1.252 0.740 -2.057 -0.03 -0.30 -0.01
H 1.032 2.620 0.505 0.01 0.00 -0.01
H -0.543 2.107 1.324 -0.07 0.01 -0.08
```
Forces are in eV/Å.

Results
**Charge**: 0
**Orbital gap**: 7.372 eV
**Max |F|**: 0.0238 hartree/bohr
**ΔE to the lowest compared entry with this formula, charge and spin**: 89.9 kcal per mole



The following is a DFT calculation (ωB97M-V/def2-TZVPD) of a cluster of 2 separate species, C5H10N2O in total.

XYZ file:
```
18
Properties=species:S:1:pos:R:3:forces:R:3
C -3.402 1.067 0.220 0.03 -0.36 0.75
C -1.979 0.707 -0.057 -0.28 -0.27 -0.83
C -1.258 -0.339 0.446 0.34 -0.10 0.17
N -0.057 -0.330 -0.224 -0.09 -0.38 0.02
C -0.115 0.671 -1.127 -0.05 0.30 0.03
N -1.246 1.321 -1.042 -0.09 0.31 -0.14
H -4.011 1.452 -0.590 0.48 0.03 -0.48
H -3.442 1.797 1.014 -0.16 0.31 0.33
H -3.900 0.167 0.573 -0.17 -0.01 0.18
H -1.405 -1.080 1.214 -0.36 0.09 0.00
H 0.625 -1.072 -0.183 0.30 0.25 -0.09
H 0.679 0.919 -1.811 0.11 -0.16 0.02
C 3.332 -0.591 0.507 -0.04 -0.12 -0.85
O 2.713 -1.379 -0.509 -0.34 -0.38 -0.34
H 4.346 -0.893 0.751 0.07 -0.12 -0.02
H 2.712 -0.563 1.378 -0.29 -0.20 0.76
H 3.329 0.405 0.095 0.31 0.46 0.02
H 3.078 -2.259 -0.654 0.23 0.33 0.46
```
Forces are in eV/Å.

Results
**Charge**: 0
**Orbital gap**: 8.860 eV
**SMILES**: Cc1c[nH]cn1.CO
**Max |F|**: 0.0179 hartree/bohr
**ΔE to the lowest compared entry with this formula, charge and spin**: 20.6 kcal per mole



The following is a DFT calculation (ωB97M-V/def2-TZVPD) of an isolated molecule of C5H10N2O at a distorted geometry.

XYZ file:
```
18
Properties=species:S:1:pos:R:3:forces:R:3
H 1.239 1.021 3.002 0.11 0.04 -0.38
N 0.651 0.201 2.895 0.31 -0.13 0.55
C 0.070 0.090 1.801 -1.01 1.85 -0.88
C -0.993 -0.955 1.584 0.43 -0.35 -0.17
O 0.148 1.130 0.791 -0.06 -1.01 1.90
C 0.164 0.661 -0.499 0.72 -1.65 -0.52
C -0.786 1.320 -1.448 0.18 -0.03 0.16
C 1.038 -0.332 -0.783 -0.34 1.64 -0.42
N 1.279 -0.838 -2.061 -0.27 -0.03 -0.32
H -1.436 -1.205 2.547 0.16 0.05 -0.04
H -1.772 -0.617 0.908 0.03 0.12 -0.14
H -0.538 -1.853 1.165 -0.18 -0.06 -0.01
H -1.154 0.636 -2.211 0.07 -0.06 -0.06
H -0.278 2.147 -1.946 -0.10 0.11 -0.13
H -1.650 1.715 -0.917 0.01 0.02 0.07
H 1.822 -0.562 -0.078 -0.17 -0.26 0.38
H 1.713 -1.742 -2.065 0.06 -0.25 -0.01
H 0.484 -0.819 -2.685 0.08 0.00 0.02
```
Forces are in eV/Å.

Results
**Charge**: 0
**Orbital gap**: 8.609 eV
**SMILES**: [H]/N=C(/C)O/C(C)=C/N
**Max |F|**: 0.0444 hartree/bohr
**ΔE to the lowest compared entry with this formula, charge and spin**: 35.3 kcal per mole



The following is a DFT calculation (ωB97M-V/def2-TZVPD) of an isolated molecule of C5H10N2O at a distorted geometry.

XYZ file:
```
18
Properties=species:S:1:pos:R:3:forces:R:3
H 1.024 -2.269 1.570 0.04 1.53 -1.15
N 1.100 -1.532 0.797 -2.97 0.32 0.24
C 0.040 -0.718 0.854 3.87 0.00 -0.33
C -0.676 -0.585 2.124 -1.12 3.95 1.19
O -1.807 0.386 1.930 -0.21 1.00 5.90
N -0.227 0.363 0.014 0.23 -1.34 -0.44
C 0.118 0.542 -1.309 1.85 0.53 -2.45
C -0.513 1.277 -2.253 -4.07 0.05 2.24
C 1.453 0.010 -1.716 -0.95 -1.98 -0.49
H -0.045 -0.087 2.936 -0.36 -1.17 -1.24
H -1.066 -1.496 2.411 -0.72 -1.97 0.91
H -1.990 0.820 3.036 0.71 -2.07 -5.43
H -0.953 0.976 0.286 -0.87 0.17 0.78
H -0.127 1.515 -3.221 0.39 -0.19 -0.19
H -1.673 1.584 -2.085 2.94 -0.46 -0.27
H 1.508 -1.066 -1.583 -0.75 -0.59 -0.06
H 2.203 0.180 -1.008 1.55 1.41 0.63
H 1.629 0.098 -2.783 0.45 0.81 0.14
```
Forces are in eV/Å.

Results
**Charge**: 0
**Orbital gap**: 8.324 eV
**SMILES**: [H]/N=C(\CO)NC(=C)C
**Max |F|**: 0.1165 hartree/bohr
**ΔE to the lowest compared entry with this formula, charge and spin**: 81.4 kcal per mole



The following is a DFT calculation (ωB97M-V/def2-TZVPD) of an isolated molecule of C5H10N2O at a distorted geometry.

XYZ file:
```
18
Properties=species:S:1:pos:R:3:forces:R:3
N -0.281 -2.580 0.025 0.29 -0.21 -0.12
C 0.189 -1.618 -0.811 -0.33 -0.05 0.00
O 1.028 -1.831 -1.663 0.23 0.01 0.16
C -0.481 -0.245 -0.654 0.30 -0.40 0.59
C 0.493 0.884 -1.018 -0.36 0.66 0.72
C 0.676 1.753 0.270 -0.55 -0.93 -0.24
C -0.061 0.955 1.357 0.24 -0.14 0.66
N -0.940 -0.018 0.726 -0.59 -0.05 -0.50
H -1.058 -2.413 0.636 0.22 0.28 0.27
H 0.266 -3.418 0.130 -0.22 -0.08 -0.21
H -1.361 -0.285 -1.293 0.00 0.10 -0.28
H 0.000 1.533 -1.730 0.35 -0.08 -0.64
H 1.445 0.495 -1.358 -0.13 0.02 -0.41
H 1.731 1.823 0.524 -0.07 0.46 -0.03
H 0.203 2.718 0.098 0.30 0.19 0.20
H 0.669 0.420 1.958 0.28 -0.24 0.01
H -0.618 1.527 2.102 -0.06 0.26 -0.28
H -1.900 0.299 0.701 0.09 0.21 0.10
```
Forces are in eV/Å.

Results
**Charge**: 0
**Orbital gap**: 9.785 eV
**SMILES**: NC(=O)[C@@H]1CCCN1
**Max |F|**: 0.0215 hartree/bohr
**ΔE to the lowest compared entry with this formula, charge and spin**: 1.7 kcal per mole



The following is a DFT calculation (ωB97M-V/def2-TZVPD) of an isolated molecule of C5H10N2O at a distorted geometry.

XYZ file:
```
18
Properties=species:S:1:pos:R:3:forces:R:3
H -1.143 -2.951 -2.017 -0.44 0.20 0.35
N -0.222 -2.560 -2.138 0.96 -0.40 -1.06
C 0.223 -1.827 -1.230 -1.06 0.34 1.41
N -0.501 -1.458 -0.048 1.71 -0.52 -0.58
C 0.310 -0.842 1.019 -0.57 0.93 -0.01
C 0.706 0.583 0.626 0.88 0.44 -0.06
C -0.489 1.549 0.601 0.43 0.33 0.19
C -0.349 2.645 -0.435 -0.30 -1.39 0.19
O -0.079 3.759 -0.102 0.16 0.85 -0.25
H 1.226 -1.416 -1.250 0.12 0.10 -0.41
H -0.930 -2.305 0.282 -0.56 -0.08 0.25
H 1.228 -1.326 1.370 -0.24 -0.65 -0.36
H -0.404 -0.800 1.846 0.42 0.14 0.30
H 1.515 0.947 1.267 -0.42 0.00 0.58
H 1.297 0.603 -0.303 -0.69 -0.30 -0.33
H -0.547 2.161 1.505 -0.11 -0.61 0.34
H -1.357 0.900 0.492 -0.36 0.43 -0.31
H -0.482 2.338 -1.487 0.07 0.20 -0.23
```
Forces are in eV/Å.

Results
**Charge**: 0
**Orbital gap**: 10.613 eV
**SMILES**: [H]/N=C\NCCCC=O
**Max |F|**: 0.0366 hartree/bohr
**ΔE to the lowest compared entry with this formula, charge and spin**: 37.5 kcal per mole